[1]
DFT (ωB97M-V/def2-TZVPD) results for a structure of composition C13H10F5GdN in a non-equilibrium geometry.

XYZ file:
```
30
Properties=species:S:1:pos:R:3:mulliken_spin:R:1
C 0.343 -1.311 3.582 -0.005
C -0.991 1.948 -2.071 -0.001
C -0.873 0.826 3.659 -0.003
H -2.206 -1.655 -0.983 0.003
F 0.879 -2.385 4.188 0.000
N -1.266 -1.275 -1.032 0.055
H -2.079 2.011 -1.969 0.002
H -0.608 -2.680 -2.471 0.002
F -1.494 1.791 4.358 0.000
C 1.098 1.386 -2.864 0.008
H -0.763 0.614 -3.866 0.001
H 1.503 -1.696 -2.738 -0.009
F -0.405 -0.405 5.629 0.000
C -0.066 -0.045 1.623 0.045
H 1.916 -2.051 -0.980 -0.008
C 1.274 2.250 -1.745 -0.015
F -1.307 2.007 1.601 -0.005
H -0.185 -3.128 -0.781 0.001
F 1.101 -2.147 1.465 -0.005
C -0.755 0.936 2.276 -0.047
C 1.153 -1.761 -1.714 0.239
C -0.017 2.604 -1.263 0.025
C -0.263 -2.271 -1.496 -0.005
C 0.455 -1.169 2.202 -0.033
H 1.889 0.896 -3.441 0.003
C -0.300 1.205 -3.071 -0.001
H -0.233 3.202 -0.375 0.006
H 2.231 2.496 -1.276 -0.001
Gd 0.278 0.097 -0.737 6.744
C -0.312 -0.296 4.290 0.003
```

total charge	-1
ΔE to the lowest compared entry with this formula, charge and spin	0.0	kJ/mol
max |F|	2.2	eV Å⁻¹
molar mass	432.5	g mol⁻¹
electronic energy	-49553.201	eV
LUMO energy (spin up / spin down)	2.9 / 2.9	eV
multiplicity	8


[2]
DFT (ωB97M-V/def2-TZVPD) results for a structure of composition C13H10MoN4OSe.

XYZ file:
```
30
Properties=species:S:1:pos:R:3:mulliken_spin:R:1
C 1.023 -2.106 0.811 0.060
H 3.494 -0.627 -0.787 -0.007
C -2.022 3.306 -2.209 -0.002
H -4.157 3.412 -1.969 0.000
C -3.245 2.907 -1.678 0.003
Mo 0.754 0.700 -0.030 2.185
N 1.721 -1.180 0.122 -0.043
H 4.642 -2.759 -0.173 0.001
H 0.097 2.907 -2.187 -0.009
C 2.907 -3.547 0.836 0.015
N -0.696 -0.437 0.491 -0.126
C -0.393 -1.732 1.072 -0.004
N 1.264 0.679 2.632 0.022
N -0.934 1.616 -0.936 -0.029
C 2.992 -1.407 -0.230 0.025
C -3.297 1.851 -0.785 0.007
H -2.385 0.286 1.506 -0.014
H 3.380 -4.480 1.114 0.000
H -4.238 1.514 -0.372 0.000
C 1.578 -3.306 1.190 -0.009
C -2.071 0.024 0.490 -0.040
C 1.702 1.553 2.004 0.001
Se 2.179 2.665 0.633 -0.029
C 3.614 -2.601 0.122 -0.006
H -2.714 -0.795 0.151 -0.011
C -0.884 2.640 -1.815 -0.011
H -1.946 4.121 -2.914 0.001
C -2.122 1.206 -0.434 0.047
O -1.224 -2.387 1.605 -0.028
H 0.980 -4.021 1.738 0.000
```

total charge	+2
ΔE to the lowest compared entry with this formula, charge and spin	85.5	kJ/mol
max |F|	0.7	eV Å⁻¹
molar mass	413.1	g mol⁻¹
electronic energy	-88836.312	eV
LUMO energy (spin up / spin down)	-9.6 / -9.0	eV
multiplicity	3


[3]
DFT (ωB97M-V/def2-TZVPD) results for a structure of composition C13H10N3O2S6Zr.

XYZ file:
```
35
Properties=species:S:1:pos:R:3:mulliken_charge:R:1
H 2.993 -1.929 3.259 0.319
O -1.109 -1.057 0.059 -0.635
H -0.853 2.726 -2.394 0.475
S -0.654 1.713 1.641 -0.305
H -4.075 0.748 -4.412 0.451
C 1.358 5.432 2.454 0.116
C 1.523 3.265 1.004 0.329
C 1.458 -2.575 0.377 0.071
C 0.409 3.110 1.733 0.338
H 3.480 -1.319 1.664 0.376
C 0.496 -4.305 1.397 -0.603
O -1.852 -2.619 -1.407 -0.554
C -3.273 0.751 -3.686 -0.192
S 0.003 4.404 2.829 -0.051
H -2.692 2.791 -4.062 0.407
H -0.109 -5.189 1.481 0.437
H 2.073 -0.621 2.484 0.300
S 2.153 2.051 -0.100 -0.326
H 1.328 -3.794 3.378 0.450
C -2.002 -0.329 -2.002 0.878
N 0.687 -3.651 0.201 0.072
C 2.637 -1.535 2.313 -0.816
H -3.577 -1.301 -3.037 0.479
C 1.194 -3.619 2.326 -0.169
N 1.788 -2.551 1.679 0.213
C -1.667 -1.479 -1.077 0.157
C -3.011 -0.386 -2.930 -0.684
C -1.487 1.867 -2.566 -0.106
H 0.202 -3.855 -0.663 0.298
Zr 0.285 0.421 -0.217 0.747
S 1.618 6.863 3.164 -0.181
N -1.237 0.776 -1.830 -0.097
S 1.998 -1.431 -0.826 -0.371
S 2.422 4.737 1.263 -0.051
C -2.507 1.889 -3.497 -0.772
```

total charge	+1
ΔE to the lowest compared entry with this formula, charge and spin	130.3	kJ/mol
max |F|	0.5	eV Å⁻¹
molar mass	523.9	g mol⁻¹
electronic energy	-88498.536	eV
LUMO energy	-4.4	eV


[4]
DFT (ωB97M-V/def2-TZVPD) results for a structure of composition C13H10N3O2S6Zr.

XYZ file:
```
35
Properties=species:S:1:pos:R:3:mulliken_charge:R:1
C 3.537 1.329 0.639 -0.800
S 1.044 4.054 0.661 -0.080
C -3.449 -3.645 -1.299 -0.679
H 4.348 1.644 0.008 0.518
N 2.004 1.053 2.200 0.444
C 3.112 1.794 1.836 -0.154
C -2.979 -2.468 -0.752 0.560
S -0.233 0.933 -2.097 -0.442
C 0.037 2.822 -0.060 0.247
S 3.774 4.741 -0.274 -0.105
C -2.927 -4.057 -2.519 -0.207
O -2.929 -0.758 0.841 -0.790
C -1.538 -2.114 -2.509 -0.037
S 2.042 2.857 -1.777 -0.091
N -2.039 -1.713 -1.335 -0.173
C 1.751 0.152 1.249 -0.211
H -0.780 -1.484 -2.956 0.392
S -1.463 2.414 0.770 -0.361
H -3.271 -4.969 -2.985 0.456
N 2.680 0.310 0.295 0.319
H -1.532 -3.558 -4.082 0.416
H 1.660 2.105 3.945 0.307
H -4.208 -4.203 -0.767 0.489
O -4.291 -2.508 1.252 -0.515
S 0.513 -1.078 1.284 -0.434
C 1.268 1.219 3.456 -0.798
C -3.508 -1.946 0.557 0.361
H 2.694 -0.230 -0.554 0.290
H 0.214 1.363 3.229 0.327
H 1.414 0.343 4.082 0.325
C 2.361 3.955 -0.468 0.060
C 0.509 2.252 -1.196 0.378
C -1.961 -3.278 -3.131 -0.831
Zr -1.332 0.080 -0.002 1.329
H 3.479 2.590 2.458 0.488
```

total charge	+1
ΔE to the lowest compared entry with this formula, charge and spin	47.8	kJ/mol
max |F|	0.6	eV Å⁻¹
molar mass	523.9	g mol⁻¹
electronic energy	-88499.391	eV
LUMO energy	-4.1	eV


[5]
DFT (ωB97M-V/def2-TZVPD) results for the molecule C13H10N4O in a non-equilibrium geometry.

XYZ file:
```
28
Properties=species:S:1:pos:R:3:mulliken_charge:R:1
H 5.040 1.661 0.587 0.407
C -4.448 -0.759 0.186 -0.218
C 4.269 0.921 0.436 -0.542
H -1.391 1.457 0.461 0.388
N 1.348 -1.979 -0.128 -0.646
H 3.668 -2.380 0.983 0.468
C -1.352 -0.310 -1.653 -0.993
H -5.208 0.204 1.949 0.372
C -3.279 0.950 1.353 -0.538
C 0.812 0.638 -0.976 0.831
C -4.398 0.139 1.240 -0.373
C -2.412 -0.114 -0.597 0.589
N -0.032 -0.470 -1.073 0.829
C 2.092 0.312 -0.354 0.498
H 2.889 2.286 -0.493 0.456
C 2.308 -1.014 0.062 0.077
C 3.521 -1.359 0.671 -0.224
H 5.423 -0.655 1.321 0.375
H -5.299 -1.413 0.044 0.386
H -1.311 0.568 -2.306 0.403
C 4.485 -0.395 0.852 -0.421
H -1.594 -1.206 -2.225 0.242
O 0.468 1.730 -1.380 -0.660
H -3.197 1.669 2.155 0.401
C 3.082 1.276 -0.163 -0.658
N 0.264 -1.700 -0.663 -0.715
C -2.267 0.829 0.416 -0.268
N -3.481 -0.888 -0.705 -0.466
```

structure (SMILES)	O=c1c2ccccc2nnn1Cc1ccccn1
ΔE to the lowest compared entry with this formula, charge and spin	13.2	kJ/mol
max |F|	1.3	eV Å⁻¹
molar mass	238.3	g mol⁻¹
electronic energy	-21650.405	eV
LUMO energy	0.0	eV


[6]
DFT (ωB97M-V/def2-TZVPD) results for a structure of composition C13H11AsN2O8ReS5 in a non-equilibrium geometry.

XYZ file:
```
41
Properties=species:S:1:pos:R:3:mulliken_spin:R:1
N -1.897 3.412 -0.172 -0.001
H 3.731 3.753 -0.783 0.001
N -6.383 1.504 0.023 0.000
O -3.283 -2.523 -0.333 0.004
H 4.174 2.809 0.668 0.000
C 3.628 2.797 -0.271 0.003
H 2.000 4.191 1.785 0.000
O -0.843 0.764 -0.146 -0.020
H -4.478 3.387 -0.012 0.000
H 0.011 1.822 -1.508 0.005
C 3.046 -2.063 -0.736 0.015
C -4.408 0.012 -0.039 0.001
O -1.297 -1.853 0.402 0.015
S 4.379 -3.547 1.004 0.005
C -2.146 0.898 -0.110 0.007
H 4.001 1.991 -0.899 0.000
O -7.091 0.523 0.106 0.000
H -5.065 -0.847 -0.031 0.000
C -3.035 -0.189 -0.061 -0.013
S 1.794 0.782 1.421 -0.018
S 1.684 -1.212 -1.345 -0.065
C -4.912 1.289 -0.015 -0.001
H 0.814 3.353 -1.960 0.000
As 1.781 2.486 0.099 0.028
C 3.001 -2.617 0.485 -0.011
C 5.316 -3.328 -0.495 -0.002
O -6.787 2.649 -0.035 0.000
S 4.471 -2.315 -1.703 0.009
C -2.727 2.169 -0.111 -0.003
Re 0.340 -0.829 0.424 1.050
O -0.876 3.392 -0.841 0.001
C 0.963 2.335 -1.601 -0.010
C -2.577 -1.607 -0.037 0.005
O -2.317 4.395 0.402 0.000
S 1.599 -2.462 1.455 -0.006
O 6.405 -3.792 -0.672 -0.003
C -4.083 2.383 -0.038 0.001
C 1.216 4.015 1.059 0.001
H 0.265 3.823 1.546 -0.001
H 1.122 4.853 0.374 0.001
H 1.670 1.793 -2.218 0.000
```

ΔE to the lowest compared entry with this formula, charge and spin	0.0	kJ/mol
max |F|	2.2	eV Å⁻¹
molar mass	744.7	g mol⁻¹
electronic energy	-150160.162	eV
LUMO energy (spin up / spin down)	-1.8 / -1.4	eV
multiplicity	2